Entry from the Open Molecules 2025 dataset: a 2-piece molecular cluster, C4H13N2O overall in a non-equilibrium geometry (ωB97M-V with the def2-TZVPD basis set).

**Net charge**: +1
**Energy above the lowest of the compared OMol25 structures with the same formula, charge and spin**: 212.2 kJ/mol
**Max |F|**: 0.1299 Eh/bohr
**HOMO energy**: -14.69 eV

Last columns: bonded neighbours and bond lengths (Å).
Atoms and positions in Å:
1 O -2.1138 -0.4832 -2.1191  H10 0.939, H18 0.960
2 N -0.0744 -0.2062 -0.3736  C6 1.320, C7 1.542, H17 1.069
3 N 1.0635 1.9534 -0.7994  C6 1.362, H12 0.941, H16 1.065
4 C 0.5880 -0.2758 1.8354  C5 1.518, C7 1.480, H11 1.176, H15 1.112
5 C 1.0186 -1.7320 1.8345  C4 1.518, H8 1.123, H14 1.112, H19 1.100
6 C 0.5905 0.7035 -1.0603  N2 1.320, N3 1.362, H9 1.177
7 C -0.5684 0.1848 1.0343  N2 1.542, C4 1.480, H13 1.075, H20 1.101
8 H 1.1426 -2.1998 0.8210  C5 1.123
9 H 0.9399 0.1884 -2.0591  C6 1.177
10 H -2.2873 -0.1938 -2.9956  O1 0.939
11 H 0.2892 0.0118 2.9358  C4 1.176
12 H 1.7200 2.3267 -1.3602  N3 0.941
13 H -0.6966 1.2477 1.1323  C7 1.075
14 H 1.9365 -1.9419 2.4263  C5 1.112
15 H 1.4596 0.4124 1.7847  C4 1.112
16 H 0.7053 2.5458 0.0098  N3 1.065
17 H -0.7115 -0.8666 -0.9221  N2 1.069
18 H -3.0096 -0.3689 -1.7942  O1 0.960
19 H 0.1970 -2.3702 2.1923  C5 1.100
20 H -1.4706 -0.4389 1.1298  C7 1.101